{
  "formula": "C4H5NS2",
  "method": "ωB97M-V/def2-TZVPD",
  "lumo_energy_ha": 0.01764,
  "multiplicity": 1,
  "smiles": "S/N=C1/C=CCS1",
  "e_above_lowest_kj_mol": 181.3,
  "e_tot_ev": -27387.8363,
  "elements": ["C", "C", "C", "C", "H", "H", "H", "H", "H", "N", "S", "S"],
  "positions_angstrom": [[-0.058426, 0.476436, -0.128411], [2.317278, -0.589765, -0.004212], [2.266484, 0.939030, -0.051348], [1.015022, 1.507082, 0.027512], [-3.467049, 0.864088, 0.284252], [2.813645, -0.948217, 0.880815], [2.825408, -0.900554, -0.852116], [3.216529, 1.406157, 0.407262], [0.886927, 2.572778, 0.263180], [-1.281723, 0.895734, -0.104415], [-2.548133, -0.210286, 0.028625], [0.639037, -1.243532, 0.014267]],
  "forces_ev_per_a": [[-1.0, 1.0, 0.9], [-1.0, 1.5, 0.5], [-0.6, 0.6, 3.1], [2.7, -1.8, -0.7], [1.0, -1.8, -0.4], [0.4, 0.1, 0.3], [1.0, -1.1, -1.6], [-1.6, -0.3, -1.5], [-0.5, -0.7, -0.4], [1.7, -1.0, 0.0], [-1.3, 1.7, 0.3], [-1.0, 1.7, -0.5]],
  "mulliken_charge": [0.421, -0.471, -0.339, -0.339, 0.172, 0.356, 0.348, 0.266, 0.344, -0.428, -0.167, -0.165]
}



{
  "formula": "C17H23NO4",
  "method": "ωB97M-V/def2-TZVPD",
  "lumo_energy_ha": -0.02610,
  "multiplicity": 1,
  "e_above_lowest_kj_mol": 1589.8,
  "e_tot_ev": -27667.9218,
  "elements": ["C", "C", "C", "C", "C", "C", "C", "O", "N", "H", "C", "C", "O", "O", "C", "H", "C", "O", "C", "C", "C", "C", "C", "C", "H", "H", "H", "H", "H", "H", "H", "H", "H", "H", "H", "H", "H", "H", "H", "H", "H", "H", "H", "H", "H"],
  "positions_angstrom": [[7.416932, 2.095333, 1.415841], [6.267014, 1.360684, 0.849862], [6.455095, 0.893270, -0.580002], [5.169816, -0.075866, -1.053100], [3.881261, 0.599488, -1.454966], [2.655665, -0.193126, -1.761280], [2.197964, -1.232578, -0.587370], [2.565014, -2.259228, -0.894416], [1.534958, -0.524866, 0.173949], [1.269641, 0.342094, 0.164967], [0.952631, -1.160744, 1.328058], [-0.604610, -1.344552, 1.095901], [-1.235619, -1.689507, 2.015330], [-0.862856, -1.355053, -0.047592], [-2.283243, -1.317972, -0.436396], [-2.516880, -1.611665, -1.223920], [-2.636004, -0.006088, -0.006936], [-1.861015, 0.918344, 0.299981], [-4.002086, 0.593226, -0.229389], [-4.531240, 1.823281, 0.312952], [-5.875715, 2.145263, 0.037593], [-6.898781, 1.335437, -0.149562], [-6.404263, 0.072737, -0.614252], [-5.134671, -0.372551, -0.427664], [-4.795902, -1.252939, -1.134524], [-7.057487, -0.725548, -1.019586], [-7.809295, 1.343267, -0.361001], [-6.087396, 3.310090, 0.381493], [-3.824073, 2.432199, 0.643456], [-2.799727, -1.996055, 0.438879], [1.278320, -0.868971, 2.252705], [1.398011, -2.392099, 1.060950], [1.886525, 0.554820, -2.067751], [3.018311, -0.789659, -2.712941], [3.505064, 1.221524, -0.388230], [4.120303, 1.740180, -2.017285], [5.425021, -0.555483, -2.117055], [4.890347, -0.786606, -0.012227], [7.175195, 0.223238, -0.543578], [6.344667, 1.751317, -1.160946], [5.962687, 0.476768, 1.701554], [5.134151, 2.138999, 1.106412], [7.510086, 2.876403, 0.692771], [7.170665, 2.355332, 2.358203], [8.109989, 1.476624, 1.283161]],
  "forces_ev_per_a": [[-5.2, 3.4, -2.8], [-6.0, -0.7, 3.8], [-7.6, -0.2, 1.7], [0.6, -0.9, 0.5], [-0.2, 6.8, 4.6], [1.1, 0.0, -3.2], [3.1, 8.6, -8.9], [1.4, -9.6, 1.3], [-2.6, -4.1, 8.2], [-0.9, 6.2, -1.6], [-0.8, -5.5, -4.2], [7.3, -0.2, 8.5], [-3.5, -0.7, 3.5], [-3.3, -0.3, -12.4], [4.0, 1.3, 17.3], [-2.9, -4.6, -12.9], [-1.5, 7.8, -1.1], [0.4, -2.5, 0.3], [-5.0, -2.5, 3.1], [-0.7, -4.9, -4.2], [1.2, 7.0, 4.2], [7.5, -4.8, -1.6], [-1.3, -1.9, 1.1], [4.1, 0.6, -4.2], [-1.0, 1.0, 2.0], [-0.1, 0.9, 0.3], [-7.9, 1.9, -1.0], [0.3, -2.9, -1.0], [2.4, 3.3, 1.5], [0.9, 1.2, -2.2], [0.5, 0.9, 2.3], [-1.5, 3.3, 1.6], [0.2, -0.7, 0.2], [-1.5, 0.5, 1.7], [1.0, -1.4, -2.3], [-0.8, -3.7, 0.6], [0.2, -0.1, 2.7], [1.1, 1.4, -3.6], [4.3, -2.4, -0.8], [1.1, 1.2, -1.6], [0.9, 1.8, -2.7], [3.3, -2.2, -1.4], [0.7, 1.3, 0.2], [-0.1, 1.2, 3.1], [6.6, -4.7, -0.3]],
  "mulliken_charge": [-1.664, -0.017, -0.942, -0.091, -0.352, -0.819, 0.481, -0.489, 0.004, 0.177, -0.817, 0.671, -0.626, -0.247, -1.556, 0.874, 1.170, -0.621, 0.439, -0.645, -0.224, -0.779, -0.238, -0.315, 0.085, 0.312, 0.564, 0.165, 0.590, 0.431, 0.516, 0.269, 0.259, 0.309, 0.015, 0.238, 0.182, 0.035, 0.494, 0.426, 0.261, 0.164, 0.347, 0.459, 0.507]
}



{
  "formula": "C10H21N2",
  "method": "ωB97M-V/def2-TZVPD",
  "lumo_energy_ha": -0.13263,
  "multiplicity": 1,
  "smiles": "C=N[C@@H](CC)CC[C@@H](C)/C=[NH+]/C",
  "e_above_lowest_kj_mol": 141.4,
  "e_tot_ev": -13682.2770,
  "charge": 1,
  "elements": ["C", "C", "C", "C", "C", "C", "C", "C", "C", "C", "N", "N", "H", "H", "H", "H", "H", "H", "H", "H", "H", "H", "H", "H", "H", "H", "H", "H", "H", "H", "H", "H", "H"],
  "positions_angstrom": [[-1.980552, -1.855287, 0.145860], [0.890386, 1.313721, 0.325802], [-0.212347, 1.324573, -0.762939], [2.238951, 0.939262, -0.139144], [-1.467282, 0.380229, -0.538386], [2.376086, -0.593983, -0.314872], [3.338666, 1.401635, 0.787122], [-3.977485, 0.811022, 0.033219], [1.746636, -2.878021, -0.286866], [-2.499616, 0.878995, 0.449794], [-1.142329, -0.980765, -0.127341], [1.441004, -1.455249, -0.117198], [-1.590929, -2.851266, 0.487480], [-3.029395, -1.718674, 0.091015], [1.005118, 2.306888, 0.607122], [0.750557, 0.707042, 1.170139], [-0.503184, 2.309269, -0.948275], [0.150098, 1.075318, -1.772683], [2.454382, 1.302898, -1.116190], [-2.107409, 0.383543, -1.563470], [3.356327, -1.090699, -0.287264], [3.552459, 2.484305, 0.693851], [4.167172, 0.797438, 0.696337], [2.848192, 1.251865, 1.727621], [-4.514743, -0.040875, 0.603166], [-4.027476, 0.618824, -0.987844], [-4.528485, 1.691553, 0.123504], [0.988701, -3.629428, 0.089100], [1.927770, -3.113290, -1.354891], [2.684807, -3.117386, 0.294354], [-2.256808, 0.542517, 1.481992], [-2.459710, 2.003659, 0.520770], [0.380453, -1.199618, -0.010873]],
  "forces_ev_per_a": [[0.6, -1.9, 0.6], [-0.7, 0.0, -2.1], [-0.3, -3.1, -0.1], [1.1, -2.5, -1.5], [-2.0, 0.9, -2.0], [-0.3, 0.0, 2.0], [-2.1, 1.5, 0.4], [0.0, -3.6, 2.2], [0.9, -1.8, 0.5], [-0.4, 3.5, 1.2], [1.9, 1.0, -0.8], [0.4, 0.3, -0.7], [-0.6, 0.9, -0.3], [-1.1, 0.1, -0.1], [-0.1, 1.8, 1.1], [-1.1, -0.6, 1.4], [-1.1, 1.6, 0.2], [0.5, -0.4, 0.4], [0.0, 0.5, -1.1], [1.9, -0.3, 1.9], [0.1, 0.7, -0.8], [0.0, -0.7, -0.1], [2.1, -1.0, 0.0], [0.5, 0.0, 1.2], [0.5, 1.4, -1.1], [-0.2, -0.8, -1.9], [-0.7, 1.5, 0.8], [0.4, 1.5, -0.3], [-0.2, 0.2, 0.6], [-0.9, 0.3, -0.7], [-0.4, 0.0, -0.7], [1.0, -0.9, 0.0], [-0.1, 0.0, -0.3]],
  "mulliken_charge": [-0.435, -1.494, -1.652, 0.627, 0.417, -0.250, -1.579, -1.293, -0.956, -0.772, -0.337, 0.143, 0.182, 0.269, 0.655, 0.683, 0.728, 0.524, 0.435, 0.264, 0.337, 0.359, 0.447, 0.436, 0.272, 0.387, 0.408, 0.277, 0.361, 0.354, 0.378, 0.333, 0.492]
}



{
  "formula": "C6H4F2NO3P2",
  "method": "ωB97M-V/def2-TZVPD",
  "lumo_energy_ha": 0.07358,
  "multiplicity": 1,
  "e_tot_ev": -37924.0756,
  "charge": -1,
  "elements": ["C", "C", "C", "C", "C", "C", "N", "O", "O", "O", "F", "F", "P", "P", "H", "H", "H", "H"],
  "positions_angstrom": [[0.683080, 0.671534, 1.625004], [1.181876, 0.234522, -1.440121], [1.784620, 0.285053, 1.020807], [2.055965, 0.345929, -0.382799], [-1.105710, -0.070881, -0.251878], [-0.276081, -0.074053, -1.234283], [-0.096810, 0.745346, 2.663872], [1.473034, 0.234848, -2.668330], [-0.012138, 1.610368, 3.541974], [-1.146524, -0.042254, 2.624838], [2.803811, -0.297774, 1.761848], [3.393160, 0.313047, -0.705000], [-2.285971, 0.191675, 0.958374], [-0.662877, -0.479395, -2.995729], [-2.637873, -1.100953, 1.314079], [-3.259469, 0.264544, -0.117871], [-1.902137, -1.132671, -2.692273], [0.010045, -1.698885, -3.022511]],
  "forces_ev_per_a": [[-0.2, -0.3, -1.3], [0.3, 0.2, 0.6], [0.1, 0.0, 0.5], [0.3, -0.3, -0.2], [0.6, 0.5, 0.6], [0.2, 0.0, -0.4], [0.0, -0.1, -0.3], [0.6, 0.2, -0.1], [0.0, 0.3, 0.5], [0.2, -0.3, 0.7], [-0.3, 0.1, -0.3], [-0.4, 0.2, 0.1], [-0.3, 0.2, -0.3], [-0.8, 0.0, 0.0], [-0.2, -0.3, 0.2], [0.1, 0.1, -0.2], [-0.2, -0.1, 0.1], [0.2, -0.3, -0.2]],
  "mulliken_charge": [-0.360, 0.363, 0.555, 0.090, -0.782, 1.246, 0.648, -0.767, -0.664, -0.533, -0.307, -0.317, -0.125, -0.096, -0.002, 0.059, -0.023, 0.016]
}



Which formula does entry 1 have?
C4H5NS2



Which value of multiplicity does entry 2 give?
1